No. 1
{"formula": "C18H32N6O4", "method": "ωB97M-V/def2-TZVPD", "smiles": "NC(=O)CC[C@@H]1OC(=O)OC1(N)N.CCCC#N.CCCC#N.CCCC#N", "charge": 0, "relative_energy_kcal_mol": 91.8, "homo_lumo_gap_ev": 10.3, "species": ["N", "C", "O", "C", "C", "C", "O", "C", "O", "O", "C", "N", "N", "H", "H", "H", "H", "H", "H", "H", "H", "H", "H", "H", "C", "C", "C", "C", "N", "H", "H", "H", "H", "H", "H", "H", "C", "C", "C", "C", "N", "H", "H", "H", "H", "H", "H", "H", "C", "C", "C", "C", "N", "H", "H", "H", "H", "H", "H", "H"], "coordinates": [[0.77018, -4.35454, 0.98552], [1.37646, -4.02207, -0.32754], [1.11549, -4.67146, -1.37574], [2.43136, -2.78370, -0.41709], [1.60726, -1.43510, -0.74109], [1.73195, -0.28050, 0.36890], [1.05194, 0.85465, -0.29575], [2.16351, 1.63433, -0.75415], [2.39521, 2.10486, -1.90050], [3.01443, 1.71167, 0.42887], [3.17546, 0.28985, 0.78894], [3.43918, 0.05346, 2.23403], [4.39254, -0.15864, 0.07077], [1.22642, -3.71029, 1.65536], [-0.23589, -4.09024, 0.96716], [3.07014, -3.02041, -1.35135], [3.09858, -2.71061, 0.51135], [1.82844, -1.01637, -1.79236], [0.48789, -1.73969, -0.76314], [1.00569, -0.53989, 1.22613], [4.03955, -0.78708, 2.36881], [2.55045, -0.19079, 2.70450], [4.32792, -0.03358, -0.94880], [4.69383, -1.10392, 0.33938], [4.19781, -7.27134, 2.70646], [3.19933, -7.02107, 3.83177], [2.61480, -5.60692, 3.80504], [3.71610, -4.59502, 3.95990], [4.58450, -3.79679, 4.08207], [5.06662, -6.61235, 2.78430], [4.56607, -8.29937, 2.74749], [3.73305, -7.11500, 1.72803], [3.69480, -7.19954, 4.79171], [2.38379, -7.74563, 3.75121], [1.89702, -5.48219, 4.62015], [2.09204, -5.42570, 2.86182], [-2.76233, 2.85004, -2.22558], [-3.43987, 2.94113, -0.86291], [-2.60883, 2.31371, 0.25906], [-2.38578, 0.85474, -0.02426], [-2.20858, -0.29610, -0.24799], [-2.61954, 1.81164, -2.53643], [-3.37855, 3.33569, -2.98842], [-1.78463, 3.34317, -2.21119], [-4.41714, 2.45038, -0.91958], [-3.62182, 3.99383, -0.62574], [-3.12934, 2.41586, 1.21503], [-1.64000, 2.81371, 0.34529], [-5.28843, 6.69259, -1.52755], [-4.78239, 7.13699, -2.89592], [-5.49849, 6.43503, -4.05212], [-5.27966, 4.95041, -3.96320], [-5.10577, 3.77956, -3.89342], [-5.10867, 5.62780, -1.35752], [-4.77069, 7.23934, -0.73543], [-6.36159, 6.88136, -1.42603], [-3.70601, 6.94537, -2.95545], [-4.92240, 8.21759, -2.99303], [-5.11146, 6.79584, -5.00855], [-6.57193, 6.64134, -4.02121]], "forces_ev_per_a": [[0.7182, 2.0058, -1.4717], [0.0384, -1.3002, -2.4710], [0.6031, 2.3953, 4.0611], [-0.2945, -0.7542, -0.8556], [-0.5539, -0.4597, 0.5564], [-1.7629, -0.5758, -1.1180], [2.6493, 0.9679, -1.4142], [0.4310, 0.8012, -1.3365], [-1.4083, -2.0783, 5.8716], [-0.6225, -1.1351, -2.1996], [0.5406, -0.7821, 0.4700], [-0.8407, -0.5417, -0.8870], [-1.2609, -0.0209, 0.2116], [-0.5505, -0.4620, -0.3276], [0.8062, -0.6291, -0.0925], [-0.8743, 0.2570, 1.7727], [-1.0346, -0.1122, -1.2391], [-0.0663, -0.6428, 1.7834], [1.7593, 0.8301, -0.0229], [1.5817, 0.3818, -0.9497], [-0.3453, 1.0939, -0.3015], [0.7317, 0.4455, -0.3351], [0.0348, -0.2231, 0.7569], [-0.3425, 0.6568, -0.4381], [0.0392, -0.0559, -0.0575], [0.2377, -0.2972, -0.0876], [0.7482, 0.3443, 0.2223], [2.0415, 2.2946, 0.3169], [-3.0737, -2.7895, -0.5087], [-0.0971, 0.0042, -0.0034], [-0.0561, 0.0874, -0.0411], [0.0551, -0.0193, 0.0692], [-0.1433, 0.0734, -0.0382], [-0.0264, 0.1623, 0.0602], [0.1191, 0.1643, -0.0605], [0.1083, 0.0104, 0.0690], [0.1167, 0.1613, -0.1529], [-0.0637, 0.0352, -0.4250], [-0.1281, -0.7637, -0.2841], [0.6679, -3.0670, -0.3394], [-0.6190, 4.0620, 0.8280], [0.0331, 0.0579, 0.0846], [0.4192, -0.2800, 0.3789], [-0.0051, -0.0992, 0.0457], [0.0771, 0.0616, 0.1041], [0.0338, -0.1011, 0.1467], [0.1267, -0.1754, -0.0272], [-0.0071, -0.1956, -0.0319], [0.0115, 0.0437, 0.0894], [0.0994, 0.0664, 0.3410], [0.3701, -0.7635, 0.1983], [0.1972, -3.0786, -0.1293], [-1.0473, 4.3588, -0.4419], [-0.0752, 0.0613, -0.0790], [-0.0836, -0.0245, -0.0600], [0.0887, -0.0402, 0.0217], [-0.1102, 0.0377, -0.1164], [0.0064, -0.1005, -0.1277], [-0.0740, -0.1974, 0.0263], [0.0762, -0.1562, -0.0137]]}

=====

No. 2
{"formula": "C18H32NNiPSi", "method": "ωB97M-V/def2-TZVPD", "multiplicity": 3, "charge": 0, "homo_lumo_gap_ev": [6.9, 7.0], "species": ["C", "C", "C", "C", "C", "C", "C", "C", "N", "Ni", "C", "P", "H", "H", "H", "H", "H", "H", "H", "H", "C", "C", "H", "C", "C", "H", "H", "H", "H", "H", "H", "H", "H", "H", "H", "H", "H", "H", "H", "C", "Si", "C", "C", "C", "C", "H", "H", "H", "H", "H", "H", "H", "H", "H"], "coordinates": [[-2.92514, 0.23024, -4.25669], [-2.57434, -0.95598, -3.62847], [-1.71514, -0.97821, -2.50120], [-1.20476, 0.24786, -2.03209], [-1.49376, 1.43039, -2.72358], [-2.38135, 1.43676, -3.80669], [-1.57337, -2.30749, -1.78724], [-0.20102, -3.00448, -1.58499], [1.01275, -2.24874, -1.65919], [-0.47664, 0.84426, -0.34218], [-0.83692, 2.70771, -2.20106], [0.72739, 2.10500, -1.43119], [-2.98204, -1.89994, -3.99681], [-2.63626, 2.38535, -4.27913], [-3.61931, 0.23266, -5.09469], [-1.40502, 3.14497, -1.35905], [-0.60795, 3.45437, -2.96426], [-2.02907, -2.23715, -0.78805], [-2.16828, -3.04898, -2.34150], [-0.21502, -3.47001, -0.58727], [1.34244, 3.34810, -0.27977], [1.87916, 2.02839, -2.81469], [-0.12358, -3.82788, -2.32939], [1.48854, -1.83172, -2.94201], [2.00703, -2.44343, -0.63915], [-0.96159, 0.34185, 1.14714], [1.94851, -2.68441, -3.48582], [0.66558, -1.42108, -3.55049], [2.25705, -1.05504, -2.80551], [2.64287, -3.31961, -0.86081], [2.64956, -1.55344, -0.58507], [1.51591, -2.59081, 0.33322], [2.00809, 3.04370, -3.22354], [2.84180, 1.63375, -2.46127], [1.48987, 1.36289, -3.59631], [1.53926, 4.29924, -0.78748], [0.61438, 3.46738, 0.53238], [2.26752, 2.94329, 0.15289], [0.76274, -0.02278, 1.01148], [-1.49421, 0.90293, 5.45412], [0.06482, 0.00050, 4.89435], [1.58108, 0.90686, 5.55690], [0.03912, -1.79995, 5.44739], [-0.01446, 0.02437, 3.04040], [-0.03786, 0.13993, 1.73121], [-1.52224, 0.93369, 6.55632], [-2.37689, 0.37036, 5.06169], [-1.48595, 1.92693, 5.04350], [1.52439, 0.89014, 6.65781], [2.51606, 0.42208, 5.23159], [1.58831, 1.95331, 5.20912], [-0.87642, -2.28294, 5.06689], [0.91469, -2.33914, 5.04891], [0.04963, -1.83603, 6.54934]], "forces_ev_per_a": [[0.1774, 0.4959, 0.0556], [0.5152, -0.2649, 0.3851], [-0.7846, 0.3900, -0.7128], [-0.2885, -0.3400, 0.5679], [-0.5661, -0.0225, -0.7237], [0.2785, -0.0183, 0.0465], [-0.0291, -0.1964, 0.1791], [0.5143, -0.7066, -0.3435], [-0.5076, 1.4687, 0.8114], [0.0784, -2.3465, 0.0222], [0.3715, 0.0910, 0.1815], [-0.1978, 0.4223, 0.1331], [0.0342, 0.2304, 0.0686], [-0.0319, -0.2149, -0.0393], [0.1299, -0.0591, 0.1370], [0.0491, 0.1134, -0.5400], [-0.4245, 0.1405, -0.0889], [0.0137, 0.2465, -0.2337], [-0.0541, 0.2691, 0.2354], [-0.0587, -0.0119, -0.3993], [0.4807, 0.7240, -0.3776], [0.4159, 0.0664, -0.1684], [-0.2167, 0.0194, 0.2501], [0.0334, -0.2780, -0.1603], [-0.1393, -0.1550, -0.2978], [-1.2461, -0.0026, 1.1480], [-0.0139, 0.2321, -0.1351], [0.3413, -0.1468, 0.2226], [-0.2208, -0.1660, -0.1505], [0.1338, 0.0309, 0.2448], [-0.0391, -0.1882, 0.0857], [0.2304, 0.0452, -0.2302], [0.0832, -0.3466, 0.0372], [-0.1832, 0.1640, -0.2101], [0.0319, 0.1661, 0.2619], [0.1046, 0.1118, 0.3842], [0.1626, 0.0580, -0.2667], [-0.1602, 0.2493, -0.0658], [0.8838, -0.4203, 0.3225], [0.2166, -0.1446, -0.0222], [-0.2695, -0.0144, -0.2631], [-0.0775, -0.0881, -0.2535], [0.0180, 0.1971, -0.1342], [0.2471, 0.2644, -0.9586], [0.1419, -0.0774, 0.7206], [-0.1825, 0.0995, -0.3763], [0.2475, 0.2630, 0.2625], [-0.0857, -0.3438, 0.2643], [0.1236, 0.0732, -0.3350], [-0.3074, 0.1892, 0.1824], [0.0285, -0.3566, 0.1930], [0.3422, 0.0906, 0.2276], [-0.3282, 0.1412, 0.2288], [-0.0161, -0.1436, -0.3731]]}

=====

No. 3
{"formula": "C18H33B5F20N6", "method": "ωB97M-V/def2-TZVPD", "multiplicity": 2, "charge": -3, "homo_lumo_gap_ev": [4.1, 8.2], "species": ["C", "C", "N", "C", "C", "N", "C", "C", "H", "H", "H", "H", "H", "H", "H", "H", "H", "H", "H", "C", "C", "N", "C", "C", "N", "C", "C", "H", "H", "H", "H", "H", "H", "H", "H", "H", "H", "H", "C", "C", "N", "C", "C", "N", "C", "C", "H", "H", "H", "H", "H", "H", "H", "H", "H", "H", "H", "B", "F", "F", "F", "F", "B", "F", "F", "F", "F", "B", "F", "F", "F", "F", "B", "F", "F", "F", "F", "B", "F", "F", "F", "F"], "coordinates": [[-2.39872, -3.90742, -1.75323], [-2.25822, -3.58004, -0.25379], [-1.02179, -4.20085, 0.40034], [-0.55324, -3.88339, 1.69789], [0.61936, -4.64304, 1.93825], [0.80706, -5.43947, 0.77205], [-0.15725, -5.10800, -0.13358], [1.72228, -6.52990, 0.70844], [-3.20916, -3.38702, -2.26358], [-2.57278, -4.95228, -2.01025], [-1.50632, -3.66596, -2.33065], [-3.17331, -3.84025, 0.27819], [-2.19853, -2.49220, -0.21996], [-0.94004, -3.12847, 2.36637], [1.34511, -4.59584, 2.73666], [-0.19817, -5.54513, -1.12032], [1.34159, -7.44066, 0.24618], [2.09084, -6.74795, 1.71079], [2.54885, -6.20436, 0.07684], [2.35430, 1.87689, -4.44961], [2.47811, 2.10220, -2.92088], [2.41770, 0.86479, -2.16162], [2.68516, 0.71584, -0.79676], [2.37167, -0.57895, -0.43560], [2.02807, -1.30656, -1.52542], [1.98627, -0.41422, -2.57852], [1.52270, -2.61933, -1.59239], [3.23587, 1.35399, -4.82042], [2.30115, 2.75212, -5.09710], [1.45757, 1.29846, -4.67184], [1.69596, 2.74147, -2.51141], [3.43249, 2.59298, -2.73011], [2.99381, 1.52839, -0.15574], [2.25855, -1.04586, 0.53166], [1.91968, -0.64623, -3.63120], [1.39323, -2.96225, -0.56587], [2.21856, -3.32783, -2.04174], [0.57110, -2.50141, -2.11071], [0.24446, 4.15095, 3.09455], [0.79549, 2.82464, 2.63461], [-0.01388, 2.23370, 1.53255], [0.10024, 2.68667, 0.24885], [-0.91730, 2.13975, -0.53411], [-1.77802, 1.51872, 0.31878], [-1.18326, 1.45479, 1.58977], [-2.98335, 0.83248, -0.05475], [0.86192, 4.74981, 3.76404], [-0.72620, 4.00996, 3.57000], [0.20258, 4.67864, 2.14173], [0.69177, 2.11619, 3.45646], [1.81214, 2.94208, 2.25946], [0.90654, 3.26814, -0.17324], [-1.15972, 2.13436, -1.58654], [-1.70274, 1.25821, 2.51600], [-2.68905, -0.06800, -0.59383], [-3.64947, 1.42274, -0.68402], [-3.48685, 0.45389, 0.83477], [-1.78631, -0.16064, -3.59651], [-1.11300, 0.10125, -4.76540], [-2.69342, -1.08593, -3.90389], [-0.76374, -0.59559, -2.74561], [-2.29279, 0.98951, -3.07488], [-1.77664, -0.85041, 5.39810], [-1.22423, 0.39898, 5.25223], [-3.01706, -0.67521, 5.87104], [-1.87109, -1.58265, 4.25479], [-1.07337, -1.59816, 6.28105], [-4.79633, 0.93142, 3.73457], [-5.68911, 1.37498, 2.75319], [-5.26253, -0.01881, 4.53937], [-3.76669, 0.23839, 3.19348], [-4.41665, 2.01272, 4.50057], [0.06457, 5.31631, -2.79337], [0.02810, 5.39601, -1.48072], [-0.81675, 4.36299, -3.22343], [-0.33770, 6.45155, -3.41719], [1.22615, 4.99821, -3.27394], [4.86309, 3.21995, 0.70976], [4.94122, 2.15732, 1.54477], [3.61931, 3.77744, 0.76879], [5.84909, 4.09446, 1.10900], [5.17098, 2.80627, -0.55224]], "forces_ev_per_a": [[0.4204, -0.6220, -0.3580], [0.9546, -0.3703, -0.5406], [-1.6177, 2.1946, 1.4987], [2.4656, -1.5691, -0.3007], [-2.7898, 1.1508, -1.6689], [0.6661, 0.4226, 2.2354], [-0.3056, -1.5845, -2.3157], [0.3798, 0.6840, -0.3726], [-0.0243, 0.4199, 0.5074], [-0.0550, -0.3349, 0.5650], [0.1400, 0.3646, 0.2292], [0.1966, -0.3441, 0.2268], [0.3701, -0.0018, 0.4134], [-0.4449, 0.0770, -0.1775], [-0.2751, -0.0697, -0.0248], [-0.1467, 0.2140, 0.1842], [-0.5626, -0.1307, 0.0605], [0.0192, -0.0430, -0.0645], [0.5795, -0.2899, -0.0520], [-0.1865, -0.4895, 0.3828], [0.0679, 0.9620, -1.2018], [-0.5238, -4.8575, 1.0960], [-0.8602, -0.5614, -0.2150], [0.4868, 0.8005, 0.7672], [0.4402, 4.3557, -2.7614], [1.7958, 1.7755, 0.9918], [-0.6576, -1.0507, 0.5099], [0.0669, -0.3854, 0.1319], [-0.1524, 0.4582, 0.8001], [-0.0642, -0.0740, -0.0682], [-0.0540, 0.1211, -0.3700], [-0.0149, -0.1406, 0.3886], [0.0296, 0.0467, -0.1898], [0.3803, 0.2773, 0.0831], [-0.5647, -0.1789, 0.2867], [-0.3963, -0.0650, -0.0835], [-0.0839, 0.1816, -0.3634], [-0.0497, -0.7601, 0.0477], [-0.3790, 0.3003, -0.9841], [-0.2812, -1.2313, 0.9129], [-2.3491, -0.4755, -0.8096], [-0.5824, -1.0679, -2.1522], [0.3853, 0.9500, 1.1681], [2.4200, -0.4591, 3.0758], [0.4168, 2.7784, -1.6791], [-0.5251, -1.4622, 0.0815], [0.3569, -0.4973, -0.0146], [-0.1117, 0.1830, -0.2688], [-0.6263, 0.7653, 0.2605], [0.5766, -0.2396, -0.0754], [-0.0007, -0.3096, 0.0887], [0.1456, 0.1535, 0.5861], [0.2798, 0.4173, -0.0564], [-0.1210, -0.6678, 0.1120], [-0.0478, 0.1291, -0.3992], [0.3363, 0.1565, 0.1905], [-0.0986, 0.5026, 0.2124], [1.7633, 1.0420, -0.6028], [1.0422, 0.8149, -2.0610], [-2.1703, -2.0830, 0.3623], [0.6270, -1.1666, 1.6488], [-1.0612, 1.0759, 0.6972], [-0.9024, 0.2837, 0.0931], [1.4489, 1.4159, -0.7858], [-2.5354, 0.2954, 1.3616], [0.5873, -0.9533, -2.6215], [2.0731, -1.3385, 1.9934], [0.0467, 0.3203, 0.3688], [-0.6555, 0.1889, -0.7406], [-3.3511, -1.7689, 2.3518], [3.0341, 0.1725, -2.7830], [0.5818, 1.4328, 0.2705], [-2.8044, 0.0874, -1.4993], [0.1710, 0.4465, 3.9809], [-1.9312, -2.4082, -0.3616], [-0.8092, 3.1875, -0.7400], [5.5160, -1.3824, -1.3841], [1.1332, 0.5112, 0.3367], [-0.3889, -2.2658, 1.5470], [-1.6885, 0.6684, -0.0745], [0.8689, 1.5700, 0.4255], [-0.0191, -0.6554, -2.3101]]}